Molecular formula: C5H17N2O
Method: DFT, ωB97M-V/def2-TZVPD

```
25
Properties=species:S:1:pos:R:3:forces:R:3
N -2.82405 0.52012 -1.35570 -0.528 -0.222 -0.415
C -0.01028 -1.09015 -0.33930 0.844 0.329 0.189
C 1.53179 -0.98895 -0.13579 0.231 -0.447 0.449
C 2.08884 0.03631 -1.13492 -1.115 0.202 -0.137
C 1.87259 1.46227 -0.69302 1.281 -0.154 -0.113
C -0.63573 -1.48182 1.05625 0.943 -0.353 0.119
N -0.32348 -0.59371 2.09390 -1.926 -0.385 -0.193
H -3.75729 0.56683 -0.95486 0.072 -0.010 -0.188
H -2.17248 0.96798 -0.73491 0.621 0.258 0.666
H -0.36230 -0.12029 -0.62913 -0.361 -0.052 -0.287
H -0.21270 -1.86029 -1.05662 -0.461 -0.193 -0.448
H 2.03864 -1.95727 -0.23197 -0.335 0.117 -0.160
H 1.71786 -0.66458 0.89053 0.045 0.186 -0.075
H 1.64512 -0.02164 -2.14018 0.131 -0.596 0.146
H 3.12217 -0.31974 -1.23509 0.228 0.549 -0.071
H 0.82803 1.69725 -0.37500 -0.059 -0.072 0.127
H 2.11014 2.12100 -1.52999 -0.261 0.162 0.024
H 2.54692 1.72569 0.12482 -0.269 -0.005 0.204
H -1.70696 -1.41746 0.78326 0.020 0.066 -0.045
H -0.35263 -2.50678 1.29319 -0.074 0.117 0.122
H -0.84176 0.27672 1.99953 0.397 0.300 -0.075
H -0.32772 -0.99618 3.02847 0.582 0.155 -0.031
H -1.15512 2.17643 1.19312 0.228 0.334 -0.266
H -2.81416 1.03533 -2.23030 -0.180 -0.052 0.025
O -0.92102 1.52456 0.50782 -0.056 -0.235 0.435
```
Positions in Å, forces in eV/Å.

Results
Calculated total energy in hartree: -384.9507
Charge: +1
Kohn-Sham gap in eV: 4.19